89
Properties=species:S:1:pos:R:3:lowdin_charge:R:1 method="wB97M-V/def2-TZVPD" spin_multiplicity=1 lumo_energy_ev=-1.50 orbital_gap_ev=6.9 de_lowest_kcal_mol=0.0
Pb -2.18 -9.96 -15.10 1.598
C -2.73 -6.86 -10.91 -0.062
C -2.40 -8.35 -10.99 -0.403
C -3.53 -9.21 -11.46 -0.085
C -1.11 -8.61 -11.69 -0.321
C 0.19 -8.13 -11.34 -0.011
C 1.04 -8.93 -12.11 -0.099
N 0.32 -9.77 -12.86 -0.026
N -1.04 -9.59 -12.56 0.028
B 0.99 -10.81 -13.81 -0.585
N 0.20 -12.15 -13.71 -0.021
C 0.80 -13.38 -13.62 -0.058
C -0.21 -14.33 -13.69 -0.025
C -1.45 -13.63 -13.81 -0.296
N -1.19 -12.32 -13.85 0.041
C -2.81 -14.19 -13.73 -0.371
C -2.78 -15.29 -12.62 -0.056
C -3.89 -13.16 -13.45 -0.090
N 1.03 -10.23 -15.23 -0.031
C 2.05 -9.61 -15.94 -0.019
C 1.79 -9.82 -17.29 -0.007
C 0.57 -10.56 -17.36 -0.291
N 0.08 -10.77 -16.13 0.011
C -0.10 -11.12 -18.55 -0.349
C 0.91 -10.98 -19.73 -0.069
C -0.64 -12.55 -18.32 -0.044
H -3.63 -6.75 -10.29 0.079
H -2.97 -6.44 -11.92 0.091
H -1.90 -6.35 -10.44 0.069
H -2.18 -8.63 -9.89 0.168
H -3.89 -8.88 -12.46 0.055
H -4.36 -9.06 -10.76 0.082
H -3.29 -10.28 -11.53 0.070
H 0.41 -7.29 -10.68 0.104
H 2.12 -8.82 -12.13 0.123
H 2.17 -10.98 -13.53 0.123
H 1.85 -13.47 -13.47 0.113
H -0.05 -15.40 -13.67 0.091
H -2.99 -14.64 -14.73 0.147
H -2.44 -14.90 -11.65 0.094
H -2.10 -16.06 -12.90 0.050
H -3.78 -15.74 -12.52 0.080
H -3.71 -12.55 -12.54 0.085
H -4.89 -13.65 -13.30 0.088
H -4.01 -12.45 -14.28 0.042
H 2.85 -9.22 -15.38 0.109
H 2.37 -9.41 -18.10 0.101
H -0.94 -10.42 -18.75 0.130
H 1.86 -11.47 -19.58 0.083
H 1.08 -9.92 -19.95 0.076
H 0.44 -11.40 -20.62 0.073
H 0.09 -13.34 -18.24 0.080
H -1.18 -12.78 -19.24 0.077
H -1.33 -12.61 -17.49 0.053
O -3.40 -7.85 -18.86 0.051
C -2.86 -8.02 -17.77 -0.575
O -2.50 -9.19 -17.29 -0.293
C -2.60 -6.82 -16.84 -0.098
C -3.40 -5.70 -17.02 0.098
C -3.16 -4.57 -16.26 -0.135
C -2.20 -4.51 -15.27 0.103
C -1.52 -5.68 -15.10 -0.132
C -1.61 -6.80 -15.91 0.029
N -0.54 -5.73 -14.05 -0.263
O 0.19 -6.80 -13.97 0.030
O -0.41 -4.74 -13.32 0.085
N -3.92 -3.39 -16.50 -0.282
O -4.98 -3.50 -17.21 0.054
O -3.53 -2.28 -16.04 0.065
H -4.16 -5.67 -17.80 0.141
H -1.90 -3.61 -14.76 0.142
H -0.96 -7.62 -15.78 0.082
O -6.19 -7.14 -15.59 0.123
C -5.93 -8.40 -15.14 -0.436
O -4.87 -8.61 -14.59 -0.006
C -6.94 -9.47 -15.36 -0.282
N -7.52 -9.43 -16.71 -0.032
C -8.82 -10.10 -16.73 -0.198
C -9.07 -10.50 -15.25 -0.155
C -8.15 -9.56 -14.44 -0.119
H -6.41 -10.45 -15.35 0.159
H -6.97 -9.46 -17.57 0.138
H -7.07 -7.06 -16.00 0.117
H -8.79 -10.99 -17.32 0.091
H -9.55 -9.43 -17.24 0.112
H -8.74 -11.58 -15.17 0.128
H -10.11 -10.54 -14.95 0.104
H -7.92 -9.88 -13.43 0.117
H -8.60 -8.53 -14.27 0.141